Density functional theory data (ωB97M-V/def2-TZVPD) for a cluster of 12 separate species, C36H82O36S11 in total at a distorted geometry.

Cartesian coordinates (Å):
C 1.928 -3.475 3.406
C 1.435 -3.881 2.047
O 2.236 -4.967 1.598
S 3.505 -5.319 2.531
O 4.677 -5.058 1.762
O 3.236 -6.562 3.169
O 3.193 -4.130 3.580
H 1.314 -3.948 4.177
H 1.995 -2.397 3.507
H 1.617 -3.058 1.353
H 0.378 -4.121 2.003
C -1.198 -1.680 -4.540
C -1.855 -1.258 -3.208
O -3.206 -0.967 -3.489
S -3.434 -0.444 -5.002
O -3.262 0.979 -5.051
O -4.526 -1.086 -5.659
O -2.038 -1.121 -5.515
H -1.049 -2.736 -4.787
H -0.193 -1.251 -4.626
H -1.377 -0.412 -2.710
H -1.837 -2.063 -2.473
C -3.308 2.321 -1.954
C -2.672 3.432 -1.117
O -3.692 4.413 -0.958
S -5.201 3.840 -1.301
O -5.683 4.258 -2.578
O -6.020 3.941 -0.135
O -4.634 2.307 -1.429
H -2.903 1.325 -1.805
H -3.390 2.552 -3.019
H -1.824 3.924 -1.589
H -2.411 3.030 -0.136
O -0.419 8.245 1.205
S -0.397 7.587 2.480
O -1.305 8.023 3.513
O -0.490 5.975 2.267
C -1.394 5.524 1.258
C -2.835 5.720 1.685
C 1.293 7.643 3.149
H -1.289 4.444 1.132
H -1.158 5.871 0.252
H -3.094 5.780 2.741
H -3.495 4.884 1.436
H -3.322 6.569 1.199
H 1.445 8.670 3.459
H 1.952 7.239 2.388
H 1.291 6.977 4.010
O 5.431 -2.964 -3.518
S 5.696 -4.296 -3.989
O 6.778 -5.079 -3.485
O 4.327 -5.178 -3.787
C 3.563 -4.820 -2.599
C 4.175 -5.588 -1.437
C 5.593 -4.391 -5.787
H 2.576 -5.213 -2.832
H 3.509 -3.753 -2.388
H 5.145 -5.210 -1.118
H 4.168 -6.634 -1.727
H 3.526 -5.318 -0.596
H 5.852 -5.393 -6.120
H 6.264 -3.681 -6.267
H 4.561 -4.166 -6.034
O -3.718 -0.620 -0.427
S -5.108 -0.948 -0.643
O -5.690 -1.087 -1.951
O -5.318 -2.400 0.112
C -6.495 -3.139 -0.277
C -6.728 -4.213 0.791
C -6.172 0.051 0.441
H -6.387 -3.555 -1.277
H -7.316 -2.418 -0.290
H -7.666 -4.723 0.597
H -6.719 -3.683 1.740
H -5.883 -4.887 0.647
H -7.171 -0.377 0.412
H -6.239 1.071 0.063
H -5.771 0.148 1.447
O -0.731 -1.864 2.361
S -0.259 -0.510 2.297
O 0.463 0.112 3.362
O 0.670 -0.365 0.948
C 0.138 -0.863 -0.345
C 1.376 -1.052 -1.169
C -1.614 0.598 1.762
H -0.474 -0.004 -0.625
H -0.408 -1.778 -0.122
H 1.063 -1.289 -2.198
H 1.881 -1.972 -0.869
H 2.116 -0.264 -1.302
H -1.228 1.610 1.704
H -2.398 0.541 2.519
H -2.062 0.239 0.841
O 3.381 -1.541 1.470
S 4.522 -0.863 0.879
O 4.429 0.533 0.607
O 5.810 -1.074 1.859
C 5.999 -2.398 2.338
C 7.435 -2.472 2.860
C 4.988 -1.766 -0.614
H 5.913 -3.122 1.526
H 5.276 -2.712 3.091
H 7.920 -3.434 2.726
H 7.468 -2.113 3.889
H 7.997 -1.712 2.312
H 5.298 -2.775 -0.359
H 5.818 -1.298 -1.139
H 4.089 -1.728 -1.224
O -1.132 -3.522 -2.316
S -0.504 -4.215 -1.213
O 0.941 -4.069 -1.129
O -1.135 -3.703 0.186
C -2.573 -3.401 0.147
C -3.144 -3.837 1.472
C -0.900 -5.981 -1.336
H -3.035 -3.870 -0.728
H -2.652 -2.344 -0.105
H -4.229 -3.766 1.448
H -2.715 -3.227 2.271
H -2.832 -4.825 1.819
H -1.882 -6.086 -0.876
H -0.187 -6.465 -0.671
H -0.862 -6.296 -2.371
O -3.675 3.041 6.511
S -2.670 3.297 5.501
O -2.547 2.387 4.404
O -2.913 4.762 4.893
C -2.863 5.997 5.640
C -3.603 5.915 6.966
C -1.116 3.492 6.353
H -3.338 6.728 4.994
H -1.852 6.337 5.879
H -4.595 5.493 6.800
H -3.798 6.942 7.291
H -3.133 5.374 7.781
H -0.886 2.498 6.732
H -1.247 4.231 7.134
H -0.382 3.738 5.587
O 1.491 4.582 -0.176
S 1.467 3.144 -0.114
O 0.189 2.502 -0.369
O 2.584 2.575 -1.109
C 3.899 3.190 -1.086
C 4.700 2.448 -2.151
C 2.077 2.658 1.552
H 4.361 3.077 -0.104
H 3.720 4.240 -1.323
H 4.166 2.434 -3.102
H 4.855 1.408 -1.879
H 5.603 3.048 -2.269
H 1.166 2.931 2.085
H 2.940 3.295 1.694
H 2.203 1.580 1.535
C 1.971 0.749 -5.622
C 0.825 1.064 -6.336
C -0.319 1.504 -5.696
C -0.395 1.688 -4.318
C 0.752 1.271 -3.631
C 1.927 0.807 -4.231
H 2.928 0.487 -6.056
H 0.881 0.997 -7.415
H -1.129 1.901 -6.297
H -1.217 2.149 -3.798
H 0.768 1.283 -2.543
H 2.799 0.626 -3.618

## Properties
LUMO energy (eV): 0.0
DFT total energy (eV): -231551.95410
SMILES: CCOS(C)(=O)=O.CCOS(C)(=O)=O.CCOS(C)(=O)=O.CCOS(C)(=O)=O.CCOS(C)(=O)=O.CCOS(C)(=O)=O.CCOS(C)(=O)=O.CCOS(C)(=O)=O.O=S1(=O)OCCO1.O=S1(=O)OCCO1.O=S1(=O)OCCO1.c1ccccc1
HOMO energy (eV): -9.31
F_max (eV Å⁻¹): 3.46
Net charge: 0

=====

Density functional theory data (ωB97M-V/def2-TZVPD) for a structure of composition C37H35CrN3O3S at a distorted geometry.

Cartesian coordinates (Å):
Cr -17.915 -3.929 4.643
C -15.343 -3.257 8.074
C -14.537 -3.398 6.793
C -13.276 -2.824 6.672
C -12.567 -2.921 5.488
C -13.110 -3.571 4.387
C -14.360 -4.170 4.486
C -14.933 -4.862 3.275
C -15.068 -4.084 5.684
N -16.361 -4.641 5.716
C -16.570 -5.818 6.393
O -15.753 -6.453 7.039
C -17.962 -6.351 6.201
C -18.456 -7.498 6.751
C -19.772 -7.912 6.489
C -20.502 -7.037 5.688
C -19.962 -5.889 5.155
N -18.706 -5.603 5.426
C -20.639 -4.945 4.201
O -21.812 -5.081 3.898
N -19.756 -4.010 3.772
C -20.254 -3.074 2.847
C -20.273 -3.414 1.481
C -19.557 -4.691 1.007
C -20.870 -2.542 0.559
C -21.464 -1.358 0.961
C -21.378 -0.996 2.295
C -20.756 -1.853 3.254
C -20.742 -1.519 4.747
H -14.648 -3.184 8.928
H -15.984 -4.133 8.245
H -15.936 -2.342 8.093
H -12.869 -2.259 7.521
H -11.550 -2.461 5.405
H -12.593 -3.719 3.424
H -14.147 -5.121 2.547
H -15.679 -4.221 2.788
H -15.421 -5.789 3.546
H -17.748 -8.027 7.368
H -20.212 -8.850 6.869
H -21.583 -7.182 5.439
H -18.487 -4.724 1.219
H -19.688 -4.744 -0.069
H -20.038 -5.535 1.489
H -20.931 -2.759 -0.516
H -21.935 -0.677 0.263
H -21.841 -0.083 2.669
H -21.212 -0.583 4.986
H -19.741 -1.522 5.149
H -21.307 -2.302 5.262
O -17.109 -2.206 3.958
S -16.120 -1.280 4.686
C -15.555 -0.180 3.352
C -16.613 0.559 2.621
C -17.542 -0.141 1.866
C -18.596 0.513 1.271
C -18.699 1.885 1.392
C -17.720 2.614 2.051
C -16.681 1.963 2.712
C -17.214 -0.144 5.627
C -16.416 0.871 6.400
C -15.400 0.462 7.225
C -14.605 1.403 7.860
C -14.882 2.726 7.735
C -15.948 3.155 6.964
C -16.673 2.232 6.272
H -15.032 -0.898 2.719
H -14.851 0.474 3.866
H -17.409 -1.224 1.727
H -19.274 -0.088 0.648
H -19.533 2.393 0.979
H -17.763 3.708 2.000
H -15.903 2.532 3.178
H -17.792 -0.851 6.264
H -17.944 0.282 4.918
H -15.218 -0.618 7.297
H -13.743 1.050 8.400
H -14.230 3.416 8.300
H -16.205 4.187 6.803
H -17.530 2.530 5.667

## Properties
LUMO energy (alpha / beta) (eV): 0.2 / 0.0
Expectation value of S²: 6.015
Energy above the lowest of the compared OMol25 structures with the same formula, charge and spin (eV): 0.000
DFT total energy (eV): -88809.38598
HOMO energy (alpha / beta) (eV): -7.74 / -8.34
F_max (eV Å⁻¹): 2.57
Net charge: 0
Multiplicity: 5

=====

Density functional theory data (ωB97M-V/def2-TZVPD) for a structure of composition C55H40F12LuN6O6PS at a distorted geometry.

Cartesian coordinates (Å):
Lu -2.186 0.313 -0.982
C -3.732 2.883 2.145
C -3.280 2.862 0.690
O -3.241 1.733 0.065
N -2.897 4.024 0.165
C -2.909 4.339 -1.291
C -1.655 5.059 -1.692
C -1.757 6.020 -2.700
C -0.576 6.474 -3.275
C 0.631 6.194 -2.661
C 0.631 5.275 -1.631
N -0.462 4.691 -1.167
H -2.803 2.910 2.740
H -4.332 1.961 2.324
H -4.376 3.770 2.324
H -2.709 4.784 0.842
H -3.735 5.022 -1.495
H -3.007 3.436 -1.946
H -2.738 6.280 -3.061
H -0.650 7.052 -4.191
H 1.581 6.619 -3.022
H 1.542 4.945 -1.127
C 2.726 -7.300 5.095
O 1.936 -7.548 3.884
C 0.657 -7.094 3.895
C -0.074 -6.553 4.971
C -1.387 -6.228 4.740
C -1.959 -6.231 3.459
C -1.238 -6.831 2.433
C -0.003 -7.315 2.681
N -3.004 -5.417 3.231
N -3.485 -5.526 2.016
C -3.868 -4.308 1.526
C -4.621 -4.376 0.320
C -4.689 -3.260 -0.543
C -3.871 -2.139 -0.358
O -3.719 -1.164 -1.212
C -3.172 -2.085 0.916
N -2.402 -0.947 1.085
C -1.847 -0.691 2.260
C -2.122 -1.507 3.392
C -2.903 -2.669 3.201
C -3.295 -3.042 1.954
H 3.771 -7.551 4.902
H 2.279 -7.849 5.939
H 2.635 -6.247 5.305
H 0.346 -6.315 5.930
H -2.036 -5.853 5.566
H -1.688 -6.817 1.443
H 0.476 -7.885 1.941
H -5.058 -5.378 0.049
H -5.285 -3.289 -1.433
H -1.145 0.131 2.340
H -1.709 -1.304 4.374
H -3.099 -3.314 4.056
O -0.015 1.750 -0.414
H 0.082 2.726 -0.484
H 0.830 1.263 -0.504
O -0.809 -4.703 -0.610
C -0.753 -3.909 -1.455
O -0.313 -0.807 -1.723
S -0.289 -1.708 -2.982
N -0.680 -3.230 -2.455
F -7.666 4.548 -6.266
C -6.785 3.899 -7.063
F -7.441 2.879 -7.728
F -6.442 4.806 -8.057
C -5.592 3.334 -6.345
C -4.361 4.005 -6.356
C -3.260 3.490 -5.671
C -3.434 2.338 -4.856
C -4.716 1.669 -4.829
C -5.739 2.120 -5.606
C -2.481 2.000 -3.903
C -2.005 1.594 -2.816
H -4.269 4.926 -6.911
H -2.244 3.862 -5.675
H -4.812 0.800 -4.166
H -6.622 1.534 -5.705
F 5.587 2.033 -5.480
C 6.216 2.189 -4.246
F 7.438 1.499 -4.257
F 6.508 3.559 -4.180
C 5.389 1.800 -3.059
C 6.023 1.384 -1.859
C 5.308 0.928 -0.764
C 3.899 0.764 -0.868
C 3.242 1.120 -2.075
C 3.973 1.683 -3.127
P 2.836 0.270 0.483
C 3.440 -1.342 1.043
C 4.514 -1.535 1.910
C 4.967 -2.819 2.213
C 4.314 -3.973 1.718
C 3.172 -3.747 0.881
C 2.800 -2.446 0.500
C 4.759 -5.338 2.060
F 3.774 -6.247 1.684
F 5.933 -5.754 1.418
F 4.952 -5.509 3.430
C 3.337 1.384 1.791
C 3.895 2.696 1.589
C 3.656 3.780 2.429
C 2.914 3.603 3.659
C 2.548 2.241 3.959
C 2.747 1.172 3.056
C 2.595 4.729 4.623
F 2.756 4.339 5.954
F 1.276 5.139 4.493
F 3.431 5.813 4.426
H 7.122 1.510 -1.730
H 5.798 0.572 0.122
H 2.167 1.022 -2.261
H 3.374 2.180 -3.883
H 4.976 -0.639 2.320
H 5.837 -2.888 2.853
H 2.576 -4.571 0.430
H 2.042 -2.333 -0.289
H 4.616 2.864 0.778
H 4.025 4.765 2.127
H 2.101 2.002 4.941
H 2.498 0.170 3.356

## Properties
LUMO energy (alpha / beta) (eV): -0.8 / -0.8
DFT total energy (eV): -165264.05886
HOMO energy (alpha / beta) (eV): -6.46 / -6.46
F_max (eV Å⁻¹): 4.50
Net charge: 0

=====

Density functional theory data (ωB97M-V/def2-TZVPD) for a structure of composition C45H57BaCl2IN6O6P at a distorted geometry.

Cartesian coordinates (Å):
Ba -1.364 1.076 -0.382
O 1.542 -2.163 -2.159
Cl 2.007 -1.126 -1.215
O 3.206 -0.514 -1.790
O 2.243 -1.537 0.186
O 0.837 -0.156 -0.968
C 3.844 4.514 -0.292
C 3.133 5.382 -1.168
C 1.914 5.001 -1.647
C 1.299 3.805 -1.164
C 1.952 2.996 -0.155
C 3.223 3.368 0.203
N 0.067 3.357 -1.704
N -0.282 4.077 -2.697
C -1.370 3.584 -3.402
C -1.821 4.347 -4.526
C -2.880 3.743 -5.285
C -3.620 2.703 -4.712
C -3.105 1.979 -3.660
C -1.900 2.287 -3.033
H 4.923 4.765 -0.052
H 3.744 6.116 -1.707
H 1.313 5.492 -2.392
H 1.597 2.024 0.148
H 3.917 2.698 0.768
H -1.287 5.201 -4.841
H -3.131 4.094 -6.257
H -4.643 2.476 -5.036
H -3.746 1.158 -3.326
I -2.074 -2.055 1.010
O -2.572 4.712 1.452
C -2.108 3.669 1.278
C -3.789 -2.799 -3.543
C -2.808 -3.015 -4.766
C -3.305 -2.260 -5.972
P -1.056 -2.600 -4.107
C -0.155 -1.951 -5.667
C -0.536 -0.503 -5.938
C 1.347 -2.127 -5.788
C -0.272 -4.289 -3.965
C -0.761 -5.047 -2.725
C -0.328 -5.045 -5.294
H -4.791 -3.182 -3.784
H -3.944 -1.731 -3.195
H -3.362 -3.299 -2.654
H -2.790 -4.114 -4.864
H -3.482 -1.198 -5.713
H -4.244 -2.662 -6.411
H -2.582 -2.308 -6.764
H -0.576 -2.610 -6.469
H 0.073 0.136 -5.329
H -1.552 -0.252 -5.748
H -0.223 -0.299 -6.985
H 1.841 -1.999 -4.837
H 1.734 -1.393 -6.526
H 1.611 -3.092 -6.200
H 0.779 -3.872 -3.830
H -1.881 -5.261 -2.746
H -0.622 -4.492 -1.782
H -0.201 -5.988 -2.518
H -0.475 -6.128 -5.011
H 0.605 -5.027 -5.880
H -1.146 -4.839 -6.000
N -3.991 1.641 -0.257
C -5.141 1.619 -0.288
C -6.494 1.334 0.143
C -6.738 1.210 1.510
C -8.032 1.283 2.015
C -9.076 1.421 1.099
C -8.843 1.314 -0.292
C -7.560 1.411 -0.759
H -5.946 0.983 2.244
H -8.156 1.212 3.087
H -10.076 1.469 1.508
H -9.609 0.882 -0.904
H -7.263 1.494 -1.783
C 2.384 -2.047 7.493
C 1.591 -0.837 6.879
C 0.896 -0.157 8.049
C 0.573 -1.532 5.991
C 2.565 0.173 6.056
O 3.384 0.732 7.086
C 3.435 -0.671 5.109
C 4.690 0.116 4.626
C 5.489 -0.268 3.420
C 6.892 -0.130 3.476
C 7.621 -0.098 2.291
C 6.966 -0.300 1.076
Cl 7.874 -0.413 -0.368
C 5.631 -0.652 1.001
C 4.896 -0.633 2.191
C 1.719 1.277 5.353
N 1.040 0.895 4.061
C 0.006 1.522 3.455
N -0.244 0.901 2.253
C 0.678 -0.068 2.174
N 1.450 -0.165 3.265
H 1.941 -2.242 8.497
H 3.441 -1.809 7.602
H 2.257 -2.948 6.933
H 0.186 -0.924 8.607
H 0.289 0.696 7.679
H 1.652 0.260 8.742
H 0.102 -2.301 6.612
H 0.984 -1.932 5.062
H -0.250 -0.862 5.722
H 4.259 0.941 6.800
H 2.794 -0.895 4.217
H 3.669 -1.632 5.563
H 5.377 0.278 5.463
H 4.256 1.160 4.435
H 7.450 0.194 4.398
H 8.717 -0.131 2.295
H 5.206 -0.949 0.026
H 3.813 -0.900 2.169
H 2.226 2.214 5.143
H 0.908 1.513 6.085
H -0.552 2.326 3.878
H 0.699 -0.801 1.349

## Properties
LUMO energy (eV): 1.3
Energy above the lowest of the compared OMol25 structures with the same formula, charge and spin (eV): 2.760
DFT total energy (eV): -111935.32712
HOMO energy (eV): -4.82
F_max (eV Å⁻¹): 3.81
Net charge: -1

=====

Question: Among the records above, which one has the lowest net charge?
Answer: C45H57BaCl2IN6O6P